[1]
Below is 2 unconnected molecules or ions with the total composition C4H11N3O in a non-equilibrium geometry, with properties calculated with ωB97M-V with the def2-TZVPD basis set.

Summary:
* E_LUMO: -4.338 eV
* strongest force on any atom: 4.74 eV Å⁻¹
* energy above the lowest of the compared OMol25 structures with the same formula, charge and spin: 227.1 kcal per mole
* gap between HOMO and LUMO: 3.98 eV
* M: 117.15 g mol⁻¹

Geometry as XYZ:
```
19
Properties=species:S:1:pos:R:3:forces:R:3
O -2.19425 -1.04331 1.23046 -1.1549 0.4115 0.8242
C -0.39655 0.38536 -1.15105 2.5890 1.2927 -1.7554
N 0.48754 1.53325 -1.14500 -2.1752 -3.6241 0.1163
C 0.58430 2.05995 0.14343 0.4281 2.2177 1.9796
N 1.53186 1.50298 1.33279 -1.8713 1.0082 -0.9079
C 0.40706 -0.90745 -0.53150 3.7340 -0.5431 -0.7343
C -0.46566 -2.12481 -0.38818 -2.4477 2.1715 -3.4278
N 1.71355 -0.91095 -0.42245 -4.1010 -0.7833 0.1028
H -1.32143 0.45773 -0.61221 -0.6670 -0.0147 1.3118
H -0.39452 2.08647 0.63323 -0.1884 -0.5303 0.0576
H 0.81088 3.13735 0.01867 0.6950 -0.6472 0.1518
H 0.83960 1.12137 1.98303 0.3237 -0.0246 -0.1514
H 2.13179 0.72738 1.11932 0.1408 -0.2581 -0.5869
H -0.60070 -0.00716 -2.17391 0.2639 0.5931 0.4615
H -1.59930 -1.78105 -0.52872 2.4209 -0.8623 0.8178
H -0.29470 -2.32464 0.62281 -0.2002 -1.3803 1.5592
H -0.29608 -2.83592 -1.24031 0.5092 0.3039 1.2918
H 2.09477 -0.01911 -0.65573 0.4398 0.4434 -0.2601
H -3.03814 -1.05746 1.76531 1.2613 0.2262 -0.8507
```
Positions in Å, forces in eV/Å.

[2]
Below is 2 unconnected molecules or ions with the total composition C9H12O3S in a non-equilibrium geometry, with properties calculated with ωB97M-V with the def2-TZVPD basis set.

Summary:
* E_LUMO: -0.726 eV
* strongest force on any atom: 5.03 eV Å⁻¹
* energy above the lowest of the compared OMol25 structures with the same formula, charge and spin: 108.1 kcal per mole
* gap between HOMO and LUMO: 5.12 eV
* M: 200.26 g mol⁻¹

Geometry as XYZ:
```
25
Properties=species:S:1:pos:R:3:forces:R:3
C -0.39551 -1.53334 -3.01885 1.9591 -0.2568 -0.9756
C -1.31655 -0.50597 -2.98214 2.0051 0.1452 1.3744
C 0.89677 -1.45982 -2.40032 -2.5143 1.7298 1.0657
C -0.99517 0.62482 -2.21513 -1.6863 0.1998 0.7507
C 1.18743 -0.37795 -1.56062 -1.5125 0.6763 -1.0968
C 0.22165 0.66424 -1.48349 -0.7996 -0.2004 -0.8318
C 0.84903 -1.70548 1.54551 0.9264 0.3853 0.6071
C -1.05039 1.68000 2.86605 -3.6417 -0.6979 1.5217
C 0.86405 0.46059 2.35770 -3.0869 0.3508 -0.6008
O -0.58219 2.91443 -0.38188 -2.0953 1.3679 0.1573
O 1.57173 -0.50704 1.90587 -0.4999 0.2807 1.2979
O -0.45396 0.43861 2.70413 3.2505 -3.2974 -1.9705
S 0.61509 2.07468 -0.53642 2.1698 -1.4157 1.0269
H -0.51275 -2.31007 -3.78098 -0.2499 -0.1480 0.6213
H -2.21501 -0.68443 -3.49813 -1.1452 0.4188 -0.5239
H 1.46136 -2.32775 -2.40363 1.4795 -1.3383 -0.3486
H -1.84355 1.38501 -2.06096 1.9032 -0.8070 -0.1560
H 2.08628 -0.13688 -1.01748 0.5198 -0.7052 0.0408
H 0.56565 -2.26422 2.42688 -0.0346 -0.1142 -0.0064
H 1.49981 -2.17133 0.86699 0.9567 -1.1700 -0.4079
H 0.08602 -1.35223 0.95406 -2.4054 0.3234 -1.0403
H -2.12271 1.37278 3.18825 1.5522 0.8720 -1.0072
H -1.02317 2.30239 2.01365 0.0677 0.5128 -1.0979
H -0.68544 2.11865 3.74130 0.9739 1.1460 1.2545
H 1.29151 1.30028 2.76966 1.9078 1.7422 0.3454
```
Positions in Å, forces in eV/Å.

[3]
Below is 2 unconnected molecules or ions with the total composition C4H2NO4 in a non-equilibrium geometry, with properties calculated with ωB97M-V with the def2-TZVPD basis set.

Summary:
* E_LUMO: 3.524 eV
* strongest force on any atom: 2.53 eV Å⁻¹
* energy above the lowest of the compared OMol25 structures with the same formula, charge and spin: 33.2 kcal per mole
* gap between HOMO and LUMO: 8.02 eV
* charge: -1
* M: 128.06 g mol⁻¹

Geometry as XYZ:
```
11
Properties=species:S:1:pos:R:3:forces:R:3
C 1.64073 0.35516 0.42461 -1.6122 1.4272 1.1585
C 2.80391 -0.28740 -0.01190 1.9610 -0.8740 -0.9531
C -2.51710 -0.20325 0.26167 2.4653 0.5125 0.1951
C -1.26603 0.11954 -0.40296 0.1792 1.4939 0.4210
N 1.60584 -0.93367 0.01929 -0.0991 -0.0157 -0.0190
O -3.08506 -0.29544 1.29455 -1.2156 -0.4790 0.1569
O 0.87603 1.23662 0.87422 1.2612 -0.8842 -0.5408
O 3.97264 -0.49504 -0.34890 -1.0178 0.4265 0.4861
O -2.67785 -0.07036 -1.02881 -0.8557 0.4630 -0.4704
H -0.78122 1.14152 -0.26701 -1.3445 -1.1504 -0.4980
H -0.57190 -0.56769 -0.81476 0.2780 -0.9199 0.0638
```
Positions in Å, forces in eV/Å.

[4]
Below is a gas-phase ion, C5H6N (charge +1) in a non-equilibrium geometry, with properties calculated with ωB97M-V with the def2-TZVPD basis set.

Summary:
* E_LUMO: -5.049 eV
* strongest force on any atom: 5.31 eV Å⁻¹
* energy above the lowest of the compared OMol25 structures with the same formula, charge and spin: 130.8 kcal per mole
* gap between HOMO and LUMO: 9.34 eV
* charge: +1
* M: 80.11 g mol⁻¹

Geometry as XYZ:
```
12
Properties=species:S:1:pos:R:3:forces:R:3
C 1.20437 0.80388 -0.61818 0.8677 1.8308 -2.4297
C -0.98185 -1.46168 0.86392 0.4689 3.3764 0.5846
C -1.93298 -0.97276 1.62121 -1.7472 -2.5262 1.6869
C -0.02359 -0.88986 0.18949 0.5348 -2.1151 -0.8282
C 1.98711 1.13147 -1.55864 2.1833 3.8002 0.4959
N 0.11690 0.52881 -0.13261 0.6336 -4.8325 2.0997
H 1.57182 1.24228 -2.51080 -1.0987 -1.0468 -1.6887
H -2.91184 -0.94867 1.15375 -0.3577 0.3232 0.2689
H -1.90423 -1.10552 2.74740 0.1189 0.7769 -1.3659
H 0.72849 -1.50169 -0.28215 0.2724 0.3333 -0.4087
H -0.56313 1.16131 0.11134 -2.0834 2.0567 0.6001
H 2.70893 2.01242 -1.58472 0.2075 -1.9769 0.9850
```
Positions in Å, forces in eV/Å.

[5]
Below is a molecular structure, C39H45LaN5O in a non-equilibrium geometry, with properties calculated with ωB97M-V with the def2-TZVPD basis set.

Summary:
* E_LUMO: 2.330 eV
* strongest force on any atom: 19.29 eV Å⁻¹
* energy above the lowest of the compared OMol25 structures with the same formula, charge and spin: 137.3 kcal per mole
* gap between HOMO and LUMO: 3.27 eV
* charge: -1
* M: 738.73 g mol⁻¹

Geometry as XYZ:
```
91
Properties=species:S:1:pos:R:3:forces:R:3
La -0.10047 0.02189 -0.10439 -13.6374 -9.9298 -9.3604
N -2.06571 -2.88821 1.60419 -0.1529 -1.1161 0.2821
N 2.16931 -1.73943 -0.89419 2.9233 -2.1863 -0.2654
C -0.06149 2.22440 -0.20837 2.5951 3.6822 4.8398
C 1.35192 1.79488 -0.09667 -0.7646 2.4978 3.7864
C 1.53120 1.07712 1.20330 -2.4901 3.6743 -0.1688
C 2.78836 0.53875 1.69544 0.9842 -0.4366 0.5476
H 3.54395 0.59876 0.89973 -0.0620 -0.1716 0.3411
H 2.69947 -0.50988 2.02189 0.1294 0.2403 -0.1657
H 3.12832 1.13095 2.56300 0.1606 -0.1632 -0.1652
C 0.21780 1.06619 1.90117 1.5633 3.6030 -0.9249
C -0.05176 0.54925 3.22424 -0.2972 -0.0934 1.4886
H -0.04894 1.38278 3.94159 0.0528 -0.0262 0.3579
H 0.70043 -0.17688 3.55338 -0.0630 0.1494 -0.1313
H -1.03425 0.06096 3.28882 0.7655 0.4490 -0.1002
C -0.79051 1.75411 1.01517 4.9231 4.6863 1.8859
C -2.17940 1.98836 1.31644 -1.7935 0.4258 0.4982
H -2.66229 1.11935 1.79068 0.2900 0.6390 -0.3180
H -2.76445 2.23741 0.42182 0.0499 0.0984 0.0768
H -2.24816 2.82983 2.01844 -0.1903 0.1175 -0.1476
C 2.42918 2.09822 -1.01895 0.9649 0.2774 -0.5151
H 3.11231 2.82273 -0.55444 0.1679 0.0315 -0.2432
H 2.05886 2.53078 -1.95622 0.0964 -0.0766 0.5678
H 3.00121 1.18547 -1.26313 -0.0636 0.4534 0.1176
C -0.66036 3.04137 -1.25913 -0.3716 0.3706 -0.7520
H -1.69646 2.73878 -1.48463 0.1554 0.0541 -0.0663
H -0.08530 2.99815 -2.19162 -0.1257 0.0004 0.0530
H -0.68504 4.09018 -0.92470 -0.1416 -0.1644 -0.2338
C -2.87359 -3.88040 1.47129 -0.3941 -1.6583 -1.3632
H -3.68488 -3.97499 2.20599 0.0905 -0.0667 -0.0075
C -2.74453 -4.84239 0.44143 -0.4110 -0.1294 0.1056
H -3.44140 -5.67685 0.37164 0.1081 0.1391 -0.0145
C -1.69358 -4.68266 -0.47304 -0.0680 0.2314 0.2716
H -1.55203 -5.39915 -1.28876 -0.0073 0.1612 0.2672
C -0.83154 -3.60548 -0.31648 -0.3544 -0.4791 -1.0961
H 0.01220 -3.44893 -1.00676 -0.3522 -0.1566 0.5118
C -1.02567 -2.67552 0.73499 -0.3275 -2.0156 0.5304
C -0.16757 -1.67394 0.98059 3.0834 -3.5972 3.3865
H 0.54020 -1.68517 1.75753 0.5585 -0.0500 1.3113
C 1.31603 -0.91877 -1.35238 2.3165 1.3179 -2.3761
C 2.81880 -2.22945 -2.00378 0.4379 -0.2948 -0.5852
H 3.62336 -2.95088 -1.92125 -0.0848 0.0358 -0.1693
C 2.28913 -1.66323 -3.12884 0.4543 -0.5331 -1.1139
H 2.50786 -1.75970 -4.18724 0.0162 -0.1953 0.2030
N 1.29406 -0.80760 -2.69030 0.9659 -0.8920 -2.1328
C 0.45719 -0.02823 -3.57251 0.5306 -0.3321 0.4973
C 1.01733 1.08705 -4.21133 -0.6706 0.1235 -0.1971
C 0.19029 1.84306 -5.06438 -0.0749 -0.3770 0.2329
H 0.60469 2.73071 -5.55214 -0.1405 -0.2311 0.1499
C -1.14879 1.48927 -5.28713 0.3516 -0.0778 0.2242
C -2.03997 2.35366 -6.15391 -0.1036 0.0241 -0.0425
H -2.94105 2.66027 -5.60007 0.2427 -0.1137 -0.1670
H -2.37229 1.81432 -7.05572 0.1000 0.1625 0.2664
H -1.52231 3.27011 -6.47241 -0.1081 -0.3058 0.0751
C -1.65046 0.33189 -4.67307 0.3163 0.0042 0.1532
H -2.68516 0.02632 -4.85887 0.2885 0.1111 0.0646
C -0.85868 -0.45180 -3.81543 -0.1592 0.4956 -0.4302
C -1.38859 -1.72732 -3.21330 -0.1193 -0.0884 0.2433
H -1.26172 -2.57625 -3.90700 -0.0117 0.3026 0.1874
H -2.46313 -1.64159 -2.98190 0.3798 -0.0395 -0.0756
H -0.85118 -1.99558 -2.29049 -0.3243 0.0730 -0.4124
C 2.45271 1.46010 -3.97087 0.4570 0.0176 -0.1497
H 3.08900 1.19268 -4.82657 -0.2297 0.0904 0.0182
H 2.84666 0.91281 -3.10496 -0.1326 0.2974 -0.5837
H 2.56096 2.54417 -3.78279 -0.0077 -0.5187 -0.2882
C -3.83971 -1.77916 6.20539 -0.5899 0.1336 -0.1225
N -3.76240 -1.43372 4.78967 -0.6682 -0.2523 1.1751
N -2.62654 -1.54060 4.01409 0.7508 0.0143 -0.6417
C -2.94896 -1.00106 2.74924 1.4987 1.4528 -2.2982
O -2.17602 -0.64654 1.83349 -2.4081 0.3700 2.4789
C -4.34007 -0.68210 2.76896 -0.1034 -0.4321 0.7958
C -4.76804 -0.91713 4.03769 0.0154 0.1326 -0.4475
C -6.10176 -0.59306 4.58515 -0.6138 0.1077 0.4555
C -1.37284 -2.00565 4.56775 0.3654 -0.2681 0.4773
C -0.78534 -3.22450 4.19150 -0.5591 -0.2731 -0.3175
C 0.42146 -3.65289 4.73089 0.1375 0.1862 0.2889
C 1.07046 -2.88133 5.68571 0.0014 0.0663 0.0151
C 0.49213 -1.68560 6.10884 -0.0377 -0.1178 0.1075
C -0.71963 -1.26051 5.56865 -0.2661 0.0740 -0.1718
H -2.91319 -2.20209 6.60474 -0.1365 0.1589 -0.4632
H -4.64393 -2.52384 6.35408 0.3274 0.3138 0.0254
H -4.08198 -0.86794 6.78417 0.1135 -0.4149 -0.0884
H -4.87319 -0.21210 1.95137 0.1400 -0.2018 0.2308
H -6.59585 -1.49905 4.98034 0.0618 0.4375 -0.0642
H -5.99958 0.14774 5.39888 -0.2098 -0.3259 -0.1930
H -6.74304 -0.14596 3.79664 0.4822 -0.3709 0.4846
H -1.25963 -3.89945 3.48185 -0.0618 0.5673 0.0581
H 0.85558 -4.60395 4.41404 -0.2133 0.3289 0.0134
H 2.01635 -3.21943 6.10773 -0.1787 0.1417 -0.0794
H 0.99915 -1.08679 6.86939 -0.2443 -0.1016 -0.2606
H -1.15277 -0.31767 5.91460 0.1122 -0.2488 -0.2381
```
Positions in Å, forces in eV/Å.

[6]
Below is 2 unconnected molecules or ions with the total composition C12H12O2 in a non-equilibrium geometry, with properties calculated with ωB97M-V with the def2-TZVPD basis set.

Summary:
* E_LUMO: 0.681 eV
* strongest force on any atom: 2.56 eV Å⁻¹
* energy above the lowest of the compared OMol25 structures with the same formula, charge and spin: 17.2 kcal per mole
* gap between HOMO and LUMO: 9.41 eV
* SMILES: Oc1ccccc1.Oc1ccccc1
* M: 188.23 g mol⁻¹

Geometry as XYZ:
```
26
Properties=species:S:1:pos:R:3:forces:R:3
O 0.02306 0.61399 2.75892 -0.6582 0.9418 -0.0400
C 0.33721 1.74623 1.98918 -0.2708 -0.3051 1.3306
C 0.25790 3.01751 2.55807 0.4722 1.4165 -0.6541
C 0.65085 4.12962 1.79090 -0.6748 0.2712 -1.8667
C 1.00567 4.01675 0.37832 -0.2932 -1.3678 1.6268
C 1.08330 2.71291 -0.11809 0.0048 -0.4112 0.8263
C 0.75971 1.58229 0.70170 0.1853 0.8674 -1.7104
H -0.58151 0.89781 3.48699 0.8069 -0.3661 -0.8383
H -0.14012 3.20327 3.56439 0.3342 -0.3097 -0.3659
H 0.50597 5.14574 2.18092 0.2157 -0.5454 0.0733
H 1.17700 4.83628 -0.33206 0.0233 -0.0966 0.8733
H 1.44352 2.52665 -1.13847 -0.4007 0.0743 0.4105
H 0.75404 0.60365 0.20388 0.4970 2.4920 0.3147
O 0.96487 -1.01889 -0.22467 -0.7090 -1.5307 -0.3344
C 0.17250 -1.96923 -0.86893 0.2441 -0.5228 0.0407
C 0.73653 -2.75295 -1.91985 -1.5123 -0.5073 0.9064
C -0.14994 -3.67319 -2.57428 1.7703 0.5400 0.2547
C -1.47715 -3.81270 -2.20126 -0.0697 -0.8538 -1.0803
C -1.98265 -3.07617 -1.17906 -0.2668 1.5851 0.6886
C -1.15601 -2.17983 -0.47905 -0.7605 0.6139 -0.6786
H 0.46866 -0.55074 0.48999 0.0869 -2.0302 -0.4495
H 1.82577 -2.72633 -2.05571 -0.6623 0.1040 -0.3910
H 0.23478 -4.29645 -3.39229 -0.0548 0.3334 0.4064
H -2.16638 -4.47559 -2.74082 0.5590 0.2227 0.0678
H -3.07379 -3.01878 -1.07077 0.5491 -0.2899 0.4998
H -1.67383 -1.48181 0.19195 0.5844 -0.3258 0.0893
```
Positions in Å, forces in eV/Å.